(1)
16
Properties=species:S:1:pos:R:3 method="wB97M-V/def2-TZVPD" s_squared=2.348 homo_energy_ev="-23.872 / -24.357" charge=+3 lumo_energy_ev="-15.76 / -16.96" largest_force_ev_per_a=17.52 spin_multiplicity=3
In 16.991 20.945 -12.551
Ni 19.598 20.039 -11.280
F 18.635 21.189 -11.077
F 18.447 19.433 -12.073
C 19.646 17.509 -13.606
O 18.422 17.935 -13.131
H 20.155 18.299 -14.159
H 20.281 17.295 -12.746
H 19.457 16.634 -14.227
H 18.527 18.760 -12.652
C 16.279 18.119 -11.843
O 15.669 19.375 -12.112
H 15.879 17.240 -12.347
H 17.342 18.251 -12.045
H 16.198 17.903 -10.778
H 14.723 19.302 -11.969



(2)
15
Properties=species:S:1:pos:R:3 method="wB97M-V/def2-TZVPD" homo_energy_ev=-9.204 relative_energy_ev=2.584 lumo_energy_ev=0.88 largest_force_ev_per_a=0.39
C -1.353 1.161 -0.330
C -0.239 0.203 -0.026
C -0.029 -0.452 1.334
O 1.408 -0.419 1.203
C 1.283 0.300 -0.022
C 0.594 -0.546 -1.035
O 0.680 -1.931 -1.098
H -1.418 1.957 0.421
H -1.218 1.628 -1.311
H -2.314 0.633 -0.347
H -0.408 -1.470 1.489
H -0.354 0.185 2.164
H 1.966 1.124 -0.208
H 0.584 -0.120 -2.036
H 0.819 -2.254 -0.197



(3)
112
Properties=species:S:1:pos:R:3 method="wB97M-V/def2-TZVPD" homo_energy_ev=-4.473 relative_energy_ev=1.008 charge=-1 lumo_energy_ev=1.47 largest_force_ev_per_a=2.77
C 0.433 0.131 -1.511
C -0.039 -0.285 -2.877
O 0.375 -1.223 -3.445
O -0.996 0.529 -3.427
C -2.296 -0.121 -3.391
C -2.851 -0.343 -1.968
C -2.812 -1.845 -1.625
C -3.631 -2.182 -0.375
C -2.903 -1.777 0.935
C -3.619 -2.465 2.136
Al -2.377 -3.188 3.564
C -0.556 -3.792 2.901
C 0.605 -2.887 3.273
O 0.495 -1.652 2.535
C 1.426 -0.778 2.834
C 1.674 0.248 1.750
O 2.014 -0.728 3.866
P -2.318 -1.557 5.291
O -2.928 -0.248 4.880
O -0.839 -1.306 5.985
O -3.271 -2.103 6.553
H 0.031 1.097 -1.226
H 0.072 -0.584 -0.771
H 1.517 0.136 -1.470
H -2.970 0.479 -3.996
H -2.178 -1.084 -3.888
H -2.324 0.255 -1.229
H -3.890 -0.011 -1.966
H -1.786 -2.213 -1.568
H -3.260 -2.356 -2.486
H -4.558 -1.609 -0.425
H -3.846 -3.245 -0.316
H -3.030 -0.695 0.998
H -1.848 -2.048 0.869
H -4.200 -1.676 2.620
H -4.326 -3.230 1.831
H -3.100 -4.498 4.193
H -0.382 -4.795 3.285
H -0.592 -3.860 1.810
H 0.690 -2.755 4.336
H 1.546 -3.358 2.948
H 0.863 0.973 1.828
H 1.658 -0.242 0.781
H 2.626 0.720 1.944
H -0.815 -0.368 6.224
H -4.016 -1.500 6.634
C 3.247 -3.496 -0.518
C 1.871 -3.058 -0.292
N 0.792 -2.739 -0.120
H 3.787 -3.494 0.426
H 3.247 -4.506 -0.922
H 3.744 -2.829 -1.221
C 3.115 -3.421 6.769
C 1.935 -4.060 6.185
N 1.024 -4.554 5.715
H 2.875 -3.041 7.759
H 3.928 -4.141 6.851
H 3.430 -2.594 6.135
C 2.410 2.304 -4.417
C 3.190 2.325 -3.177
N 3.786 2.331 -2.206
H 1.347 2.347 -4.184
H 2.672 3.158 -5.033
H 2.616 1.390 -4.969
C 4.195 6.296 -4.681
C 2.994 5.709 -5.272
N 2.056 5.251 -5.729
H 4.002 6.566 -3.644
H 5.013 5.579 -4.715
H 4.476 7.183 -5.239
C 3.797 -6.953 4.374
C 3.620 -6.062 3.227
N 3.482 -5.375 2.332
H 4.729 -7.505 4.271
H 3.825 -6.370 5.291
H 2.967 -7.654 4.425
C 0.068 2.857 -8.381
C 1.128 1.996 -7.857
N 1.954 1.336 -7.438
H -0.291 2.463 -9.330
H -0.758 2.893 -7.674
H 0.453 3.863 -8.531
C 0.340 -2.885 -6.395
C -0.858 -3.414 -7.052
N -1.787 -3.824 -7.567
H 0.125 -2.657 -5.351
H 1.140 -3.621 -6.441
H 0.663 -1.975 -6.896
C -0.367 3.604 3.909
C 0.000 3.288 2.526
N 0.289 3.029 1.456
H 0.372 4.272 4.342
H -1.342 4.085 3.932
H -0.409 2.690 4.498
C 2.314 8.163 -8.418
C 3.661 7.913 -7.906
N 4.706 7.716 -7.499
H 2.309 9.075 -9.012
H 1.997 7.329 -9.040
H 1.620 8.271 -7.587
C -1.070 7.364 5.886
C -0.824 5.998 6.352
N -0.634 4.935 6.708
H -1.699 7.343 4.998
H -1.572 7.934 6.665
H -0.125 7.846 5.642
C -7.290 -1.961 4.665
C -6.949 -2.290 3.282
N -6.684 -2.549 2.207
H -6.473 -1.400 5.118
H -8.195 -1.358 4.689
H -7.452 -2.875 5.232



(4)
9
Properties=species:S:1:pos:R:3 method="wB97M-V/def2-TZVPD" smiles="O=[SiH]Br.[SiH3]Br" homo_energy_ev=-10.273 relative_energy_ev=3.349 lumo_energy_ev=-0.70 largest_force_ev_per_a=2.31
O -1.456 0.984 1.283
Si 1.949 0.406 -0.452
Si -2.201 -0.175 0.706
Br 1.930 -1.745 0.086
Br -4.109 0.298 -0.261
H 1.787 0.247 -1.827
H 0.666 0.807 0.069
H 3.293 0.625 0.113
H -1.860 -1.449 0.283



(5)
19
Properties=species:S:1:pos:R:3 method="wB97M-V/def2-TZVPD" homo_energy_ev=-9.156 relative_energy_ev=1.140 lumo_energy_ev=0.72 largest_force_ev_per_a=1.18
C 0.205 -0.581 -1.386
C -1.129 0.047 -0.940
N -0.433 1.662 1.301
C -1.124 0.477 1.375
N -1.445 -0.287 0.431
H 0.163 -1.657 -1.222
H 0.974 -0.112 -0.770
H 0.324 -0.371 -2.449
H -1.945 -0.328 -1.570
H -1.057 1.135 -1.121
H -0.205 2.136 0.449
H -0.529 2.270 2.105
H -1.380 0.252 2.410
H 4.816 0.892 -0.146
H 5.219 2.088 -1.074
O 4.685 1.289 -1.008
H -1.934 -2.531 0.765
H -2.424 -3.476 1.772
O -2.780 -2.907 1.078



(6)
22
Properties=species:S:1:pos:R:3 method="wB97M-V/def2-TZVPD" homo_energy_ev=-9.700 relative_energy_ev=4.871 lumo_energy_ev=0.70 largest_force_ev_per_a=6.02
C -2.418 0.293 -1.303
C -1.042 0.741 -0.876
C -0.565 0.097 0.412
C 0.915 0.266 0.784
N 1.181 0.180 2.215
C 1.782 -0.733 0.074
N 1.917 -1.503 -0.848
C -0.127 1.298 -1.877
O -0.808 2.150 -0.963
H -2.763 0.866 -2.172
H -2.396 -0.772 -1.575
H -3.137 0.419 -0.481
H -1.160 0.538 1.226
H -0.820 -0.972 0.387
H 1.262 1.257 0.451
H 0.874 1.020 2.693
H 0.694 -0.619 2.621
H 0.956 1.237 -1.747
H -0.462 1.368 -2.917
O 1.839 -2.426 1.469
H 2.308 -1.929 2.159
H 1.969 -2.779 0.271



(7)
13
Properties=species:S:1:pos:R:3 method="wB97M-V/def2-TZVPD" smiles="C[C@H]1CN1C=O" homo_energy_ev=-9.946 relative_energy_ev=1.994 lumo_energy_ev=0.96 largest_force_ev_per_a=0.64
C 1.223 -0.314 -1.157
C 0.405 0.230 -0.017
C -0.825 0.994 -0.299
N -0.901 -0.409 0.200
C -1.104 -0.664 1.589
O -0.344 -0.367 2.477
H 1.793 -1.187 -0.831
H 1.924 0.423 -1.568
H 0.546 -0.619 -1.957
H 0.898 0.355 0.938
H -1.174 1.843 0.290
H -1.143 1.043 -1.339
H -1.999 -1.290 1.743



(8)
109
Properties=species:S:1:pos:R:3 method="wB97M-V/def2-TZVPD" s_squared=2.009 homo_energy_ev="-3.706 / -4.729" charge=-1 lumo_energy_ev="2.42 / 2.10" largest_force_ev_per_a=0.82 spin_multiplicity=3
Pt -0.526 0.447 1.536
C 0.503 2.820 -6.462
C -0.209 1.837 -5.562
C -1.476 1.354 -5.865
C -2.138 0.442 -5.046
C -1.518 -0.002 -3.884
N -2.092 -0.913 -2.966
C -3.175 -1.730 -3.135
O -3.832 -1.825 -4.158
N -3.475 -2.540 -2.036
C -2.916 -2.551 -0.738
C -2.699 -3.749 -0.073
C -2.119 -3.729 1.180
C -1.750 -2.512 1.743
N -2.000 -1.366 1.118
C -2.588 -1.380 -0.068
C -0.254 0.485 -3.556
C 0.388 1.384 -4.388
H -0.020 2.930 -7.414
H 1.524 2.491 -6.674
H 0.568 3.808 -5.998
H -1.971 1.698 -6.769
H -3.117 0.072 -5.310
H -1.541 -1.059 -2.140
H -4.126 -3.266 -2.273
H -2.956 -4.688 -0.554
H -1.926 -4.651 1.714
H -1.278 -2.437 2.722
H -2.796 -0.399 -0.487
H 0.225 0.160 -2.634
H 1.375 1.745 -4.111
C -2.421 4.983 -0.517
C -3.135 3.638 -0.741
C -4.540 3.698 -0.130
C -3.232 3.350 -2.242
C -2.353 2.575 -0.068
C -1.690 1.720 0.496
H -2.985 5.806 -0.976
H -1.419 4.954 -0.952
H -2.314 5.177 0.552
H -5.117 4.516 -0.579
H -4.478 3.865 0.949
H -5.075 2.759 -0.299
H -3.786 4.149 -2.751
H -3.744 2.400 -2.420
H -2.236 3.279 -2.681
C -0.725 2.567 7.638
C -1.619 2.222 6.466
O -1.347 0.881 6.051
P -0.976 0.406 4.546
O -0.439 -0.971 4.613
Te 0.340 2.132 3.488
O -2.428 0.327 3.834
C -3.323 1.450 3.729
C -4.431 1.069 2.770
H -0.998 3.549 8.037
H 0.321 2.592 7.320
H -0.829 1.820 8.429
H -1.445 2.926 5.653
H -2.668 2.293 6.755
H -2.782 2.322 3.357
H -3.730 1.684 4.712
H -4.029 0.982 1.758
H -5.215 1.831 2.776
H -4.864 0.108 3.065
C 4.602 -3.525 1.869
C 3.948 -2.266 2.442
C 2.652 -2.621 3.176
C 4.908 -1.575 3.393
O 3.703 -1.329 1.382
Si 2.402 -1.210 0.372
O 1.171 -0.561 1.099
O 2.910 -0.333 -0.933
C 3.900 0.682 -1.066
C 3.621 1.368 -2.392
C 3.780 1.689 0.079
C 5.293 0.058 -1.087
O 2.145 -2.748 -0.204
C 1.540 -3.186 -1.419
C 0.390 -2.263 -1.831
C 2.600 -3.229 -2.517
C 1.013 -4.585 -1.151
H 4.750 -4.271 2.656
H 5.574 -3.277 1.429
H 3.963 -3.945 1.090
H 2.868 -3.247 4.045
H 1.973 -3.165 2.508
H 2.133 -1.715 3.509
H 5.164 -2.238 4.225
H 4.447 -0.667 3.792
H 5.826 -1.299 2.864
H 2.618 1.808 -2.377
H 3.671 0.640 -3.209
H 4.353 2.161 -2.578
H 2.756 2.077 0.128
H 4.471 2.521 -0.070
H 4.004 1.204 1.034
H 5.396 -0.609 -1.950
H 5.444 -0.524 -0.175
H 6.060 0.835 -1.148
H 0.779 -1.284 -2.134
H -0.270 -2.111 -0.967
H -0.177 -2.697 -2.660
H 3.034 -2.233 -2.637
H 2.163 -3.549 -3.469
H 3.397 -3.926 -2.238
H 0.318 -4.555 -0.310
H 1.841 -5.253 -0.893
H 0.495 -4.983 -2.031



Repeat the second record exactly.
15
Properties=species:S:1:pos:R:3 method="wB97M-V/def2-TZVPD" homo_energy_ev=-9.204 relative_energy_ev=2.584 lumo_energy_ev=0.88 largest_force_ev_per_a=0.39
C -1.353 1.161 -0.330
C -0.239 0.203 -0.026
C -0.029 -0.452 1.334
O 1.408 -0.419 1.203
C 1.283 0.300 -0.022
C 0.594 -0.546 -1.035
O 0.680 -1.931 -1.098
H -1.418 1.957 0.421
H -1.218 1.628 -1.311
H -2.314 0.633 -0.347
H -0.408 -1.470 1.489
H -0.354 0.185 2.164
H 1.966 1.124 -0.208
H 0.584 -0.120 -2.036
H 0.819 -2.254 -0.197